No. 1
{"formula": "C7H14N", "method": "ωB97M-V with the def2-TZVPD basis set", "symbols": ["N", "C", "C", "C", "C", "C", "C", "C", "H", "H", "H", "H", "H", "H", "H", "H", "H", "H", "H", "H", "H", "H"], "coordinates": [[0.199, 0.352, -1.604], [-2.308, 0.138, -1.129], [0.935, -0.616, 0.823], [-0.881, -0.453, -0.952], [1.523, -1.783, 1.065], [1.024, 1.888, 1.227], [-0.532, -0.614, 0.558], [1.607, 0.656, 1.159], [-2.557, 0.791, -1.992], [-2.348, 0.720, -0.211], [1.548, 2.679, 1.857], [2.575, 0.498, 1.642], [0.998, -2.772, 1.017], [0.152, 0.220, -2.609], [-0.916, -1.580, 0.957], [2.617, -1.887, 1.167], [1.009, -0.028, -1.206], [0.083, 1.295, -1.465], [-3.045, -0.686, -1.054], [0.153, 2.477, 0.873], [-0.985, 0.129, 1.187], [-0.852, -1.424, -1.311]], "relative_energy_kcal_mol": 35.5, "energy_ev": -8967.537, "total_charge": 1, "lumo_ev": -3.246, "orbital_gap_ev": 9.647, "smiles": "C=CC(=C)C[C@@H](C)[NH3+]"}


No. 2
{"formula": "C17H18BClMnN6O2", "method": "ωB97M-V with the def2-TZVPD basis set", "symbols": ["Mn", "Cl", "O", "O", "N", "N", "N", "N", "N", "N", "C", "C", "C", "C", "C", "C", "C", "C", "C", "C", "C", "C", "C", "C", "C", "C", "C", "B", "H", "H", "H", "H", "H", "H", "H", "H", "H", "H", "H", "H", "H", "H", "H", "H", "H", "H"], "coordinates": [[2.523, 0.671, -0.003], [-0.069, 0.635, 7.870], [1.675, -0.690, 1.594], [1.533, 1.527, 1.587], [0.663, 1.643, -2.774], [-1.442, -0.079, -3.240], [1.216, -0.743, -2.877], [-1.858, -0.279, -1.961], [1.805, -0.776, -1.615], [1.229, 1.826, -1.515], [-3.647, -0.606, -3.266], [0.095, 1.551, 4.001], [2.481, -1.939, -1.532], [1.058, 3.817, -2.531], [-2.222, -2.608, 2.212], [-2.547, -0.282, -4.091], [1.739, -1.743, -3.626], [0.659, 2.831, -3.424], [-3.157, -0.579, -1.933], [2.531, -2.533, -2.806], [0.223, -0.763, 5.572], [1.351, 3.151, -1.324], [-0.084, 1.656, 5.382], [0.455, -0.829, 4.190], [1.261, 0.385, 2.138], [0.524, 0.350, 3.434], [0.002, 0.493, 6.166], [0.181, 0.299, -3.390], [3.112, -3.388, -3.106], [-0.219, 2.632, 5.847], [-1.884, -3.225, 3.046], [-2.528, -0.185, -5.175], [0.290, -1.645, 6.211], [-2.609, -3.245, 1.416], [0.627, -1.788, 3.700], [1.602, 3.546, -0.344], [-0.029, 2.430, 3.375], [2.882, -2.301, -0.592], [-2.983, -1.956, 2.546], [-4.677, -0.789, -3.524], [1.122, 4.876, -2.732], [1.526, -1.779, -4.691], [-3.684, -0.739, -0.979], [0.282, 0.359, -4.595], [0.369, 2.843, -4.472], [-1.376, -2.033, 1.830]], "energy_ev": -75476.908, "total_charge": 0, "lumo_ev": [-1.176, -1.422], "orbital_gap_ev": [7.071, 6.825], "spin_multiplicity": 6}


What did the second record say?
{"formula": "C17H18BClMnN6O2", "method": "ωB97M-V with the def2-TZVPD basis set", "symbols": ["Mn", "Cl", "O", "O", "N", "N", "N", "N", "N", "N", "C", "C", "C", "C", "C", "C", "C", "C", "C", "C", "C", "C", "C", "C", "C", "C", "C", "B", "H", "H", "H", "H", "H", "H", "H", "H", "H", "H", "H", "H", "H", "H", "H", "H", "H", "H"], "coordinates": [[2.523, 0.671, -0.003], [-0.069, 0.635, 7.870], [1.675, -0.690, 1.594], [1.533, 1.527, 1.587], [0.663, 1.643, -2.774], [-1.442, -0.079, -3.240], [1.216, -0.743, -2.877], [-1.858, -0.279, -1.961], [1.805, -0.776, -1.615], [1.229, 1.826, -1.515], [-3.647, -0.606, -3.266], [0.095, 1.551, 4.001], [2.481, -1.939, -1.532], [1.058, 3.817, -2.531], [-2.222, -2.608, 2.212], [-2.547, -0.282, -4.091], [1.739, -1.743, -3.626], [0.659, 2.831, -3.424], [-3.157, -0.579, -1.933], [2.531, -2.533, -2.806], [0.223, -0.763, 5.572], [1.351, 3.151, -1.324], [-0.084, 1.656, 5.382], [0.455, -0.829, 4.190], [1.261, 0.385, 2.138], [0.524, 0.350, 3.434], [0.002, 0.493, 6.166], [0.181, 0.299, -3.390], [3.112, -3.388, -3.106], [-0.219, 2.632, 5.847], [-1.884, -3.225, 3.046], [-2.528, -0.185, -5.175], [0.290, -1.645, 6.211], [-2.609, -3.245, 1.416], [0.627, -1.788, 3.700], [1.602, 3.546, -0.344], [-0.029, 2.430, 3.375], [2.882, -2.301, -0.592], [-2.983, -1.956, 2.546], [-4.677, -0.789, -3.524], [1.122, 4.876, -2.732], [1.526, -1.779, -4.691], [-3.684, -0.739, -0.979], [0.282, 0.359, -4.595], [0.369, 2.843, -4.472], [-1.376, -2.033, 1.830]], "energy_ev": -75476.908, "total_charge": 0, "lumo_ev": [-1.176, -1.422], "orbital_gap_ev": [7.071, 6.825], "spin_multiplicity": 6}